DFT (the ωB97M-V functional and the def2-TZVPD basis) results for a 6-piece molecular cluster, C6H24O6 overall in a non-equilibrium geometry.

Computed properties:
LUMO level (spin up / spin down), eV: -2.84 / -10.22
Total charge: +1
Relative energy (zero: lowest compared OMol25 entry of this formula, charge and spin), eV: 4.807
Spin multiplicity: 2
HOMO energy (spin up / spin down), eV: -12.89 / -12.81

Bonds (Å) are listed after each position.
Cartesian coordinates (Å):
1 C 26.55554 -10.22676 1.73205  O2 1.387, H3 1.090, H4 1.090, H5 1.090
2 O 25.89461 -9.22476 1.03713  C1 1.387, H6 0.960
3 H 26.71609 -11.06141 1.04965  C1 1.090
4 H 27.48758 -9.84793 2.15145  C1 1.090
5 H 25.95867 -10.56022 2.58096  C1 1.090
6 H 26.24056 -8.89684 0.20382  O2 0.960
7 C 20.33872 -2.65017 1.36510  O8 1.353, H9 1.090, H10 1.090, H11 1.090
8 O 21.47906 -3.15712 0.84131  C7 1.353, H12 0.960
9 H 20.15692 -3.20614 2.28485  C7 1.090
10 H 20.35665 -1.60475 1.67315  C7 1.090
11 H 19.42184 -2.73566 0.78191  C7 1.090
12 H 21.29344 -3.90075 0.26324  O8 0.960
13 C 24.39704 -7.48543 4.16795  O14 1.344, H15 1.090, H16 1.090, H17 1.090
14 O 25.67333 -7.80957 3.90051  C13 1.344, H18 0.960
15 H 23.71842 -8.26554 3.82301  C13 1.090
16 H 24.31955 -7.24364 5.22796  C13 1.090
17 H 24.01527 -6.51771 3.84257  C13 1.090
18 H 25.71089 -7.83932 2.94171  O14 0.960
19 C 23.81908 -6.05147 1.10743  O20 1.410, H21 1.090, H22 1.090, H23 1.090
20 O 23.97169 -7.28934 0.45006  C19 1.410, H24 0.960
21 H 23.39322 -5.24115 0.51572  C19 1.090
22 H 23.23189 -6.15717 2.01964  C19 1.090
23 H 24.81549 -5.78501 1.45993  C19 1.090
24 H 24.83975 -7.63933 0.66359  O20 0.960
25 C 24.06763 -4.83634 -2.57599  O26 1.443, H27 1.090, H28 1.090, H29 1.090
26 O 24.33083 -3.58259 -3.24042  C25 1.443, H30 0.960
27 H 23.31821 -4.71402 -1.79400  C25 1.090
28 H 23.67775 -5.52004 -3.33008  C25 1.090
29 H 25.04495 -5.11071 -2.17893  C25 1.090
30 H 25.21261 -3.69147 -3.60404  O26 0.960
31 C 19.83009 -7.66492 1.14786  O32 1.372, H33 1.090, H34 1.090, H35 1.090
32 O 19.07976 -7.83783 2.28376  C31 1.372, H36 0.960
33 H 19.19863 -7.16971 0.41022  C31 1.090
34 H 20.79835 -7.17234 1.23693  C31 1.090
35 H 20.12158 -8.67981 0.87740  C31 1.090
36 H 19.75621 -7.91011 2.96111  O32 0.960

=====

DFT (the ωB97M-V functional and the def2-TZVPD basis) results for a 6-piece molecular cluster, C6H27N2O5 overall in a non-equilibrium geometry.

Computed properties:
LUMO level, eV: -2.74
Total charge: +1
Relative energy (zero: lowest compared OMol25 entry of this formula, charge and spin), eV: 5.361
Spin multiplicity: 1
HOMO energy, eV: -11.54

Bonds (Å) are listed after each position.
Cartesian coordinates (Å):
1 N 2.02938 0.45367 1.25382  C2 1.556, H9 1.072, H10 0.982
2 C 0.78781 0.70233 2.15842  N1 1.556, C3 1.500, C4 1.573, H12 1.224
3 C 1.08442 0.43946 3.60561  C2 1.500, H13 1.148, H14 1.067, H15 1.137
4 C -0.25628 -0.31955 1.57439  C2 1.573, N5 1.496, H16 1.169, H17 1.136
5 N -1.06114 0.49461 0.61113  C4 1.496, C6 1.563, H11 1.165, H18 1.128
6 C -2.37591 -0.33324 0.44219  N5 1.563, C7 1.547, H19 1.167, H20 1.104
7 C -2.54633 -0.71298 -1.04755  C6 1.547, C8 1.596, H21 1.233, H22 1.060
8 C -2.30876 -2.28943 -1.13034  C7 1.596, H23 1.089, H24 1.126, H25 1.045
9 H 2.55028 -0.48315 1.27633  N1 1.072
10 H 2.10488 0.86904 0.36736  N1 0.982
11 H -1.28067 1.58173 0.96722  N5 1.165
12 H 0.45634 1.86028 1.93970  C2 1.224
13 H 2.20608 0.62221 3.76571  C3 1.148
14 H 0.38706 0.99071 4.19630  C3 1.067
15 H 1.06365 -0.65054 3.92771  C3 1.137
16 H -0.70838 -0.95177 2.44804  C4 1.169
17 H 0.33932 -1.07245 0.96686  C4 1.136
18 H -0.47600 0.68796 -0.33366  N5 1.128
19 H -2.30125 -1.29446 1.10017  C6 1.167
20 H -3.20823 0.09484 1.02741  C6 1.104
21 H -1.72668 -0.08892 -1.72420  C7 1.233
22 H -3.52062 -0.42917 -1.35402  C7 1.060
23 H -2.24737 -2.53119 -2.19039  C8 1.089
24 H -1.33504 -2.66637 -0.70823  C8 1.126
25 H -2.93937 -3.00258 -0.69854  C8 1.045
26 H 4.21827 0.90012 -1.02101  O28 0.982
27 H 3.93489 -0.17386 -1.97072  O28 0.949
28 O 3.46300 0.36498 -1.34867  H26 0.982, H27 0.949
29 H 1.25191 -3.77788 -0.59626  O31 0.937
30 H 0.49443 -4.60430 0.22908  O31 0.969
31 O 0.34692 -4.00806 -0.52043  H29 0.937, H30 0.969
32 H 0.94164 -0.35567 -3.94156  O34 1.027
33 H -0.19786 0.76212 -4.34405  O34 0.996
34 O 0.54913 0.56585 -3.71547  H32 1.027, H33 0.996
35 H -1.99451 3.27000 -0.60845  O37 1.007
36 H -1.45626 4.30366 0.32658  O37 1.038
37 O -1.42728 3.27091 0.22344  H35 1.007, H36 1.038
38 H 1.16500 2.99876 -1.86388  O40 0.898
39 H 2.11073 1.80774 -1.87945  O40 1.037
40 O 1.88276 2.70459 -1.41061  H38 0.898, H39 1.037

=====

DFT (the ωB97M-V functional and the def2-TZVPD basis) results for a 10-piece molecular cluster, C6H27NO10 overall in a non-equilibrium geometry.

Computed properties:
LUMO level, eV: 0.03
Total charge: 0
SMILES: C=N/C=C/CCC=O.O.O.O.O.O.O.O.O.O
Relative energy (zero: lowest compared OMol25 entry of this formula, charge and spin), eV: 2.921
Spin multiplicity: 1
HOMO energy, eV: -9.36

Bonds (Å) are listed after each position.
Cartesian coordinates (Å):
1 C -2.18813 -2.12621 2.93589  N2 1.252, H9 1.093, H10 1.099
2 N -0.95706 -1.99907 2.74607  C1 1.252, C3 1.394
3 C -0.32143 -0.77222 2.56518  N2 1.394, C4 1.336, H11 1.082
4 C -0.55663 0.21424 1.69483  C3 1.336, C5 1.532, H12 1.075
5 C 0.57773 1.15876 1.28314  C4 1.532, C6 1.541, H13 1.086, H14 1.082
6 C 0.11741 2.61042 1.51638  C5 1.541, C7 1.506, H15 1.080, H16 1.094
7 C 1.24317 3.52743 1.11508  C6 1.506, O8 1.205, H17 1.104
8 O 1.95574 4.05532 1.93076  C7 1.205
9 H -2.73635 -3.06614 3.04302  C1 1.093
10 H -2.97409 -1.36465 2.83240  C1 1.099
11 H 0.62495 -0.65555 3.07602  C3 1.082
12 H -1.35795 0.34447 0.99077  C4 1.075
13 H 1.47990 0.97168 1.85796  C5 1.086
14 H 0.72446 0.89518 0.24399  C5 1.082
15 H -0.07312 2.74318 2.57107  C6 1.080
16 H -0.75163 2.88721 0.91240  C6 1.094
17 H 1.41552 3.66407 0.03348  C7 1.104
18 O 3.25737 -1.44600 -3.63968  H19 0.964, H20 0.965
19 H 2.50248 -1.69738 -3.09569  O18 0.964
20 H 3.07746 -0.49870 -3.67235  O18 0.965
21 O -2.27025 2.63307 -0.78188  H22 0.967, H23 0.963
22 H -1.41970 2.66605 -1.24011  O21 0.967
23 H -2.13698 2.05480 -0.02338  O21 0.963
24 O -3.25954 0.27448 -1.88026  H25 0.982, H26 0.962
25 H -2.98380 1.19124 -1.66317  O24 0.982
26 H -3.97663 0.37624 -2.51292  O24 0.962
27 O -1.36307 -4.47869 -0.68372  H28 0.966, H29 0.979
28 H -1.27093 -4.41444 0.27587  O27 0.966
29 H -1.89812 -3.68615 -0.89188  O27 0.979
30 O 0.05340 1.80083 -1.90040  H31 0.985, H32 0.963
31 H 0.62900 1.00181 -1.90587  O30 0.985
32 H 0.08193 2.12202 -2.80782  O30 0.963
33 O 3.23256 0.93769 0.00290  H34 0.965, H35 0.966
34 H 3.95044 0.31518 -0.16671  O33 0.965
35 H 3.52175 1.72036 -0.48458  O33 0.966
36 O 0.70068 -2.73214 -0.32452  H37 0.986, H38 0.969
37 H 0.05589 -3.45038 -0.52665  O36 0.986
38 H 0.18588 -2.25656 0.34461  O36 0.969
39 O -1.84710 -1.76351 -0.94499  H40 0.970, H41 0.960
40 H -2.57314 -1.13248 -0.82382  O39 0.970
41 H -1.31250 -1.39300 -1.65116  O39 0.960
42 O 1.51101 -0.62581 -1.64650  H43 0.978, H44 0.964
43 H 0.87093 -1.36453 -1.60984  O42 0.978
44 H 1.88996 -0.61668 -0.76025  O42 0.964

=====

DFT (the ωB97M-V functional and the def2-TZVPD basis) results for a 7-piece molecular cluster, C6H27NO7 overall in a non-equilibrium geometry.

Computed properties:
LUMO level (spin up / spin down), eV: -2.51 / -6.97
Total charge: +1
Relative energy (zero: lowest compared OMol25 entry of this formula, charge and spin), eV: 0.978
Spin multiplicity: 2
HOMO energy (spin up / spin down), eV: -12.93 / -12.93

Bonds (Å) are listed after each position.
Cartesian coordinates (Å):
1 C -1.85220 0.72897 -1.86767  O2 1.433, C3 1.522, H9 1.097, H10 1.097
2 O -0.67935 0.99186 -2.64874  C1 1.433, H11 0.994
3 C -1.79523 -0.48427 -0.95026  C1 1.522, C4 1.524, H12 1.101, H13 1.097
4 C -0.65355 -0.34915 0.05040  C3 1.524, C5 1.535, H14 1.091, H15 1.099
5 C -0.68748 -1.38862 1.17968  C4 1.535, C6 1.535, H16 1.089, H17 1.101
6 C -1.46948 -0.89947 2.40723  C5 1.535, N7 1.473, H18 1.092, H19 1.103
7 N -0.72246 0.11935 3.16464  C6 1.473, C8 1.456, H20 1.041
8 C -1.42864 1.37342 3.38659  N7 1.456, H21 1.109, H22 1.092, H23 1.089
9 H -2.00248 1.63572 -1.26894  C1 1.097
10 H -2.69583 0.68032 -2.56717  C1 1.097
11 H -0.05397 0.24964 -2.86469  O2 0.994
12 H -1.67960 -1.41515 -1.52592  C3 1.101
13 H -2.75148 -0.61304 -0.42797  C3 1.097
14 H 0.30249 -0.35007 -0.47526  C4 1.091
15 H -0.69650 0.66268 0.47779  C4 1.099
16 H 0.32636 -1.66305 1.46793  C5 1.089
17 H -1.13973 -2.32195 0.81157  C5 1.101
18 H -2.43999 -0.49986 2.10710  C6 1.092
19 H -1.62393 -1.70538 3.14393  C6 1.103
20 H 0.19611 0.32961 2.72320  N7 1.041
21 H -1.63773 1.90444 2.43613  C8 1.109
22 H -2.37413 1.17785 3.89776  C8 1.092
23 H -0.84099 2.02111 4.03621  C8 1.089
24 H 0.76219 1.28818 1.62494  O26 0.981
25 H 0.38660 2.29597 0.54900  O26 0.975
26 O 0.12483 2.01192 1.44400  H24 0.981, H25 0.975
27 H 2.41603 -0.00171 -1.93088  O29 0.994
28 H 3.83899 0.55427 -1.49004  O29 0.983
29 O 2.91418 0.42311 -1.18255  H27 0.994, H28 0.983
30 H 1.51098 -3.99181 -2.25112  O32 0.970
31 H 0.31420 -3.30006 -1.49538  O32 0.955
32 O 0.78357 -3.35465 -2.32516  H30 0.970, H31 0.955
33 H 1.60704 -0.89425 -4.10247  O35 0.972
34 H 1.18667 -1.74221 -2.85061  O35 0.989
35 O 1.41618 -0.82849 -3.15139  H33 0.972, H34 0.989
36 H 0.45725 2.18209 -1.52082  O38 0.992
37 H 1.89655 1.87352 -1.03372  O38 0.971
38 O 1.18217 2.52335 -0.93576  H36 0.992, H37 0.971
39 H 2.97548 0.42857 1.94165  O41 0.953
40 H 2.43525 0.20415 0.53517  O41 0.979
41 O 2.19166 0.14306 1.48160  H39 0.953, H40 0.979

=====

DFT (the ωB97M-V functional and the def2-TZVPD basis) results for a 8-piece molecular cluster, C6H28NO8 overall in a non-equilibrium geometry.

Computed properties:
LUMO level (spin up / spin down), eV: -8.83 / -13.18
Total charge: +2
Spin multiplicity: 2
HOMO energy (spin up / spin down), eV: -16.77 / -16.77

Bonds (Å) are listed after each position.
Cartesian coordinates (Å):
1 O -1.36646 0.79730 -0.08558  C2 1.184
2 C -2.51398 0.69942 0.18768  O1 1.184, C3 1.513, H9 1.119
3 C -3.05479 0.59861 1.59747  C2 1.513, C4 1.568, H10 1.094, H11 1.094
4 C -1.88323 0.80194 2.61910  C3 1.568, C5 1.518, H12 1.077, H13 1.087
5 C -1.57939 -0.50417 3.33056  C4 1.518, C6 1.585, H14 1.084, H15 1.085
6 C -0.49254 -1.36275 2.55975  C5 1.585, C7 1.522, H16 1.099, H17 1.090
7 C 0.72922 -0.64067 2.00992  C6 1.522, N8 1.495, H18 1.071, H19 1.072
8 N 1.45834 -1.20029 0.83032  C7 1.495, H20 1.054, H21 1.041, H22 1.021
9 H -3.27290 0.68445 -0.63435  C2 1.119
10 H -3.45428 -0.40652 1.75918  C3 1.094
11 H -3.90712 1.27651 1.70403  C3 1.094
12 H -0.98539 1.22203 2.19677  C4 1.077
13 H -2.30128 1.51879 3.32082  C4 1.087
14 H -2.39664 -1.19924 3.48582  C5 1.084
15 H -1.11877 -0.24607 4.27818  C5 1.085
16 H -1.00508 -1.93862 1.77672  C6 1.099
17 H -0.14877 -2.11715 3.26742  C6 1.090
18 H 0.54061 0.37779 1.73793  C7 1.071
19 H 1.40237 -0.54321 2.83798  C7 1.072
20 H 0.80743 -1.77395 0.23257  N8 1.054
21 H 1.93958 -0.40042 0.36981  N8 1.041
22 H 2.20449 -1.83886 1.10870  N8 1.021
23 H 1.61281 -1.46832 -3.82424  O25 0.971
24 H 1.19433 -0.82138 -2.65402  O25 0.968
25 O 1.73710 -1.59331 -2.86968  H23 0.971, H24 0.968
26 H -1.20027 0.13561 -3.40540  O28 0.966
27 H -0.99143 -0.15363 -1.89148  O28 0.957
28 O -1.12720 -0.56571 -2.74472  H26 0.966, H27 0.957
29 H 0.92291 -2.82578 -1.83058  O31 0.982
30 H -0.54528 -2.29577 -1.72605  O31 0.967
31 O 0.19842 -2.62209 -1.20038  H29 0.982, H30 0.967
32 H 2.94663 1.30444 -3.07191  O34 0.968
33 H 1.58860 1.81766 -3.06665  O34 0.965
34 O 2.06249 1.02586 -3.35055  H32 0.968, H33 0.965
35 H 3.02133 -0.40289 -1.87795  O37 0.969
36 H 4.04157 0.00152 -0.74283  O37 0.961
37 O 3.11233 -0.05105 -0.98018  H35 0.969, H36 0.961
38 H -1.88299 2.66178 -3.34964  O40 0.962
39 H -1.07210 2.16904 -2.03180  O40 0.952
40 O -1.03618 2.50873 -2.92028  H38 0.962, H39 0.952
41 H 1.86491 2.48623 0.25019  O43 0.966
42 H 1.91165 2.81781 1.69499  O43 0.966
43 O 2.03894 2.06631 1.10234  H41 0.966, H42 0.966

=====

DFT (the ωB97M-V functional and the def2-TZVPD basis) results for a 9-piece molecular cluster, C6H29NO9 overall in a non-equilibrium geometry.

Computed properties:
LUMO level, eV: 0.11
Total charge: 0
SMILES: CC[C@H](C)NC(C)=O.O.O.O.O.O.O.O.O
Relative energy (zero: lowest compared OMol25 entry of this formula, charge and spin), eV: 3.982
Spin multiplicity: 1
HOMO energy, eV: -9.94

Bonds (Å) are listed after each position.
Cartesian coordinates (Å):
1 C -4.74946 -0.10800 1.30630  C2 1.488, H9 1.089, H10 1.091, H11 1.172
2 C -3.66733 -0.33285 0.30945  C1 1.488, C3 1.586, H12 1.146, H13 1.058
3 C -3.06258 0.93035 -0.43539  C2 1.586, C4 1.455, N5 1.575, H14 1.061
4 C -2.33516 0.50932 -1.62277  C3 1.455, H15 1.155, H16 1.053, H17 1.146
5 N -2.12386 1.50062 0.69341  C3 1.575, C6 1.334, H18 1.031
6 C -1.39916 2.59962 0.47712  N5 1.334, C7 1.499, O8 1.221
7 C -0.83400 3.03560 1.79499  C6 1.499, H19 1.117, H20 1.116, H21 1.101
8 O -1.39259 3.27734 -0.53829  C6 1.221
9 H -5.51438 -0.87879 1.22990  C1 1.089
10 H -5.26380 0.85353 1.31849  C1 1.091
11 H -4.27721 -0.42948 2.32933  C1 1.172
12 H -2.69595 -0.71650 0.78031  C2 1.146
13 H -4.05316 -0.91091 -0.48791  C2 1.058
14 H -3.80177 1.66163 -0.64402  C3 1.061
15 H -2.75329 0.93990 -2.60903  C4 1.155
16 H -2.19811 -0.51673 -1.81807  C4 1.053
17 H -1.22694 0.79611 -1.67823  C4 1.146
18 H -2.10629 0.94285 1.56005  N5 1.031
19 H -0.48058 2.31668 2.57272  C7 1.117
20 H 0.04212 3.66061 1.50026  C7 1.116
21 H -1.51693 3.82536 2.14487  C7 1.101
22 O 5.04736 0.14274 0.75649  H23 0.932, H24 0.905
23 H 5.55450 0.03305 -0.01729  O22 0.932
24 H 4.28480 0.55222 0.49141  O22 0.905
25 O 3.23414 -1.84923 2.33765  H26 0.956, H27 0.896
26 H 4.06200 -1.62955 2.76237  O25 0.956
27 H 3.02823 -1.02801 2.04299  O25 0.896
28 O 1.78867 -0.75628 -2.16123  H29 0.968, H30 0.946
29 H 1.96657 -1.26443 -1.35678  O28 0.968
30 H 2.39734 -1.04664 -2.82408  O28 0.946
31 O -0.88110 2.86105 -3.42363  H32 0.916, H33 0.963
32 H -0.05271 3.08892 -3.10474  O31 0.916
33 H -1.32993 2.47815 -2.66203  O31 0.963
34 O 3.30501 1.71340 -0.70192  H35 0.957, H36 0.955
35 H 2.52617 1.23430 -0.98439  O34 0.957
36 H 3.28992 2.66031 -0.82733  O34 0.955
37 O 0.97530 -3.56024 -1.00861  H38 0.981, H39 1.074
38 H 0.69720 -2.63346 -1.16993  O37 0.981
39 H 1.04970 -3.69777 0.05360  O37 1.074
40 O 1.12303 -3.48960 1.82586  H41 0.998, H42 0.875
41 H 1.17344 -4.21357 2.51113  O40 0.998
42 H 1.86779 -3.03677 1.90595  O40 0.875
43 O 3.41633 -2.78945 -0.96339  H44 1.034, H45 0.928
44 H 2.76158 -3.56219 -1.17082  O43 1.034
45 H 4.12506 -3.16325 -0.49480  O43 0.928

=====

The calculation returns the following energy values, one per record and in order: -693.8931, -730.1425, -1051.9045, -825.9448, -901.3674, -977.8554 Ha.